1.
29
Properties=species:S:1:pos:R:3:lowdin_charge:R:1 method="wB97M-V/def2-TZVPD" gap_ha="0.274 / 0.274" homo_energy_ev="-12.85 / -12.84" charge=+1 energy_ev=-21979.90624 e_above_lowest_kcal_mol=66.2
C -0.592 3.199 0.447 0.0364
C -0.711 2.019 0.528 -0.1418
C 3.972 -0.535 0.212 -0.0053
C 3.662 0.206 -0.948 -0.0642
C 2.940 -0.985 1.006 -0.0404
C 2.434 0.466 -1.387 0.0103
C 1.614 -0.720 0.675 0.0106
C 1.334 -0.033 -0.558 -0.2535
C -1.624 -2.086 -0.232 -0.1901
C -2.094 -0.175 1.604 -0.2005
C -2.936 0.456 -1.042 -0.1324
C 0.078 0.441 -0.854 -0.1455
P -1.392 -0.238 -0.097 0.8391
H -0.736 4.247 0.707 0.0479
H 4.966 -0.764 0.436 0.1044
H 4.523 0.677 -1.465 0.1349
H 3.071 -1.523 1.990 0.1426
H 2.304 1.100 -2.232 0.1223
H 0.827 -1.156 1.189 0.0742
H -0.815 -2.476 0.380 0.0338
H -1.543 -2.539 -1.249 0.0722
H -2.647 -2.271 0.172 0.0653
H -3.195 -0.335 1.418 0.0808
H -1.958 0.876 1.836 0.0103
H -1.691 -0.677 2.498 0.0790
H -3.720 -0.357 -0.817 0.0824
H -2.654 0.608 -2.059 0.0314
H -3.155 1.445 -0.508 0.0776
H -0.261 1.129 -1.649 0.1185

***

2.
33
Properties=species:S:1:pos:R:3:lowdin_charge:R:1 method="wB97M-V/def2-TZVPD" gap_ha=0.267 homo_energy_ev=-4.44 charge=-1 energy_ev=-25013.99290
F 1.439 -2.261 1.839 -0.1398
C 0.657 -1.885 0.706 -0.3267
C -0.483 -0.976 1.105 -0.3710
Al -2.275 -1.878 1.290 0.0899
H 1.380 -1.420 0.028 0.0843
H 0.339 -2.832 0.259 0.0729
H -0.523 -0.173 0.360 0.0215
H -0.200 -0.484 2.044 0.0177
H -2.812 -2.294 -0.220 -0.1616
H -2.077 -3.251 2.176 -0.1536
H -3.372 -0.875 2.002 -0.1688
N 0.628 2.095 2.777 0.0744
C 1.900 1.713 2.755 -0.1371
C 2.960 2.612 2.779 -0.0783
C 2.678 3.968 2.826 -0.1000
C 1.352 4.372 2.844 -0.0886
C 0.364 3.395 2.816 -0.1527
H 2.073 0.643 2.707 0.1054
H 3.979 2.248 2.757 0.0959
H 3.478 4.698 2.846 0.0964
H 1.083 5.419 2.876 0.0923
H -0.684 3.672 2.821 0.1031
N -0.487 -1.197 -2.405 0.0849
C -0.335 -2.387 -2.975 -0.1461
C -0.818 -2.696 -4.240 -0.0801
C -1.502 -1.719 -4.943 -0.0982
C -1.681 -0.480 -4.350 -0.0829
C -1.157 -0.272 -3.081 -0.1456
H 0.185 -3.136 -2.387 0.1024
H -0.668 -3.686 -4.651 0.0946
H -1.899 -1.923 -5.930 0.0965
H -2.223 0.311 -4.851 0.0935
H -1.298 0.679 -2.579 0.1058